# 1
Formula: C22H73O27P5
Source: OMol25
Level of theory: the ωB97M-V functional and the def2-TZVPD basis

```
! wB97M-V def2-TZVPD RIJCOSX def2/J DEFGRID3
* xyz 0 1
C 15.50 9.52 -3.57
O 15.64 9.93 -2.20
P 16.32 11.34 -1.93
O 16.00 12.42 -2.88
O 17.88 11.07 -1.79
C 18.42 10.00 -1.02
O 15.83 11.59 -0.42
C 15.73 12.90 0.13
H 15.59 8.44 -3.61
H 16.19 10.03 -4.24
H 14.51 9.82 -3.91
H 17.73 9.51 -0.34
H 19.26 10.37 -0.42
H 18.90 9.32 -1.72
H 15.52 13.63 -0.66
H 16.56 13.14 0.79
H 14.82 12.94 0.73
C 19.00 13.78 3.17
O 18.32 13.71 4.43
P 18.05 15.06 5.24
O 19.23 15.91 5.46
O 16.90 15.78 4.41
C 15.74 15.15 3.89
O 17.27 14.49 6.51
C 18.02 13.78 7.51
H 19.71 12.96 3.12
H 19.52 14.73 3.04
H 18.28 13.68 2.36
H 15.63 14.13 4.27
H 15.76 15.19 2.80
H 14.85 15.71 4.19
H 18.49 14.50 8.16
H 18.79 13.16 7.04
H 17.38 13.06 8.03
C 13.24 9.69 -6.91
O 12.72 8.45 -7.36
P 12.03 8.33 -8.80
O 12.98 8.31 -9.92
O 11.09 7.03 -8.64
C 11.66 5.75 -8.51
O 10.97 9.52 -8.87
C 9.86 9.53 -7.97
H 14.28 9.63 -6.58
H 12.74 10.02 -5.99
H 13.07 10.50 -7.61
H 11.51 5.27 -7.54
H 12.74 5.73 -8.66
H 11.24 5.08 -9.26
H 9.56 8.51 -7.72
H 9.03 10.05 -8.44
H 10.07 10.08 -7.05
C 17.03 7.50 -7.21
O 17.34 8.56 -6.31
P 18.86 8.94 -6.02
O 19.63 9.37 -7.19
O 18.69 9.99 -4.81
C 19.64 11.03 -4.67
O 19.42 7.63 -5.27
C 18.88 7.28 -4.00
H 16.95 6.59 -6.62
H 17.73 7.45 -8.04
H 16.02 7.60 -7.62
H 20.45 11.04 -5.40
H 20.15 10.88 -3.72
H 19.19 12.02 -4.63
H 18.34 6.34 -4.08
H 18.23 8.04 -3.55
H 19.69 7.14 -3.29
C 12.05 9.92 2.83
O 13.17 9.70 3.67
P 14.31 10.83 3.73
O 13.84 12.17 4.09
O 15.31 10.23 4.83
C 16.38 11.08 5.20
O 15.11 10.73 2.35
C 15.74 9.53 1.95
H 11.76 9.10 2.16
H 12.19 10.77 2.17
H 11.14 10.03 3.42
H 17.26 10.84 4.59
H 16.63 10.85 6.24
H 16.30 12.16 5.11
H 15.33 9.19 0.99
H 15.54 8.65 2.56
H 16.81 9.64 1.79
C 16.07 5.77 -1.48
O 15.46 6.87 -0.84
H 16.72 5.16 -0.86
H 15.29 5.13 -1.92
H 16.70 6.16 -2.28
H 15.05 6.64 0.00
C 13.38 16.17 -0.30
O 12.55 15.08 -0.67
H 14.34 15.78 0.03
H 13.52 16.88 -1.12
H 13.02 16.71 0.58
H 11.88 15.44 -1.25
C 14.31 6.35 -4.82
O 13.18 5.60 -5.19
H 14.12 6.94 -3.91
H 15.17 5.71 -4.58
H 14.52 7.05 -5.62
H 12.86 4.97 -4.55
C 16.09 12.00 -6.52
O 15.11 12.26 -5.55
H 16.82 12.81 -6.54
H 16.65 11.08 -6.34
H 15.70 11.86 -7.53
H 15.46 12.42 -4.66
C 20.05 5.64 -0.20
O 19.90 7.01 -0.54
H 20.12 4.99 -1.07
H 20.93 5.45 0.41
H 19.15 5.34 0.34
H 20.71 7.51 -0.54
C 12.60 9.39 -0.68
O 11.21 9.25 -0.40
H 12.89 10.45 -0.61
H 13.25 8.84 -0.01
H 12.80 9.24 -1.75
H 10.76 9.47 -1.22
C 19.72 9.62 2.41
O 18.92 8.68 3.15
H 20.48 9.95 3.12
H 20.13 9.07 1.57
H 19.14 10.51 2.14
H 18.75 9.01 4.03
*
```

SMILES = COP(=O)(OC)OC.COP(=O)(OC)OC.COP(=O)(OC)OC.COP(=O)(OC)OC.COP(=O)(OC)OC.CO.CO.CO.CO.CO.CO.CO
Kohn-Sham gap = 9.7 eV
energy above the lowest of the compared OMol25 structures with the same formula, charge and spin = 0.0 kcal/mol
E_LUMO = 0.002 hartree
HOMO energy = -9.656 eV

Atomic partial charges in e from the Löwdin method, atoms 1 to 99: C -0.07; O -0.21; P 0.42; O -0.21; O -0.20; C -0.08; O -0.22; C -0.08; H 0.07; H 0.06; H 0.09; H 0.08; H 0.08; H 0.07; H 0.08; H 0.07; H 0.09; C -0.08; O -0.24; P 0.37; O -0.22; O -0.20; C -0.07; O -0.21; C -0.09; H 0.08; H 0.09; H 0.07; H 0.06; H 0.08; H 0.10; H 0.09; H 0.09; H 0.09; C -0.11; O -0.22; P 0.40; O -0.22; O -0.22; C -0.11; O -0.21; C -0.09; H 0.07; H 0.09; H 0.10; H 0.08; H 0.09; H 0.09; H 0.08; H 0.09; H 0.09; C -0.08; O -0.24; P 0.40; O -0.21; O -0.24; C -0.09; O -0.20; C -0.10; H 0.08; H 0.10; H 0.09; H 0.09; H 0.08; H 0.09; H 0.09; H 0.06; H 0.08; C -0.11; O -0.20; P 0.41; O -0.22; O -0.20; C -0.11; O -0.21; C -0.10; H 0.08; H 0.09; H 0.09; H 0.08; H 0.10; H 0.06; H 0.07; H 0.10; H 0.07; C -0.15; O -0.12; H 0.08; H 0.08; H 0.06; H 0.08; C -0.16; O -0.12; H 0.06; H 0.08; H 0.07; H 0.07; C -0.16; O -0.10

# 2
Formula: C22H73O27P5
Source: OMol25
Level of theory: the ωB97M-V functional and the def2-TZVPD basis

```
! wB97M-V def2-TZVPD RIJCOSX def2/J DEFGRID3
* xyz 0 1
C -2.89 -1.49 1.83
O -2.49 -1.14 3.17
P -2.97 -2.06 4.41
O -2.75 -1.48 5.74
O -2.17 -3.45 4.11
C -0.78 -3.50 3.83
O -4.53 -2.42 4.07
C -5.58 -1.79 4.77
H -3.84 -1.02 1.57
H -3.13 -2.54 1.66
H -2.14 -1.27 1.06
H -0.27 -4.19 4.51
H -0.34 -2.51 3.71
H -0.71 -3.98 2.86
H -6.28 -1.34 4.07
H -5.20 -1.00 5.41
H -6.16 -2.44 5.42
C -5.00 5.16 -0.17
O -4.01 4.69 -1.17
P -3.33 3.20 -1.00
O -2.47 2.79 -2.12
O -2.56 3.30 0.44
C -1.83 4.45 0.79
O -4.55 2.24 -0.65
C -4.35 0.87 -0.17
H -6.02 5.15 -0.56
H -4.86 6.21 0.07
H -5.03 4.59 0.76
H -2.39 5.05 1.50
H -1.70 5.13 -0.05
H -0.90 4.22 1.31
H -3.35 0.74 0.23
H -4.53 0.15 -0.97
H -5.04 0.65 0.64
C 2.53 5.26 1.57
O 1.32 5.19 2.28
P 1.21 4.18 3.56
O -0.11 4.06 4.25
O 1.71 2.77 2.97
C 1.72 1.57 3.77
O 2.47 4.61 4.46
C 2.33 5.77 5.29
H 2.91 6.27 1.67
H 2.20 5.19 0.53
H 3.28 4.52 1.85
H 2.68 1.08 3.62
H 0.92 0.89 3.46
H 1.63 1.78 4.84
H 2.82 6.68 4.96
H 2.65 5.51 6.30
H 1.33 6.19 5.37
C 1.29 4.29 -3.16
O 2.35 3.39 -2.80
P 2.97 2.46 -4.01
O 4.26 1.82 -3.65
O 1.78 1.53 -4.59
C 1.46 0.32 -4.00
O 3.15 3.49 -5.30
C 3.90 3.02 -6.36
H 0.94 4.29 -4.19
H 1.56 5.30 -2.84
H 0.41 4.05 -2.55
H 1.53 -0.55 -4.64
H 0.39 0.51 -3.86
H 1.86 0.15 -3.00
H 3.58 3.47 -7.30
H 3.74 1.95 -6.51
H 4.94 3.20 -6.12
C 0.04 -3.47 0.10
O 0.35 -2.14 -0.46
P 1.15 -1.13 0.50
O 0.62 -0.99 1.85
O 2.68 -1.65 0.32
C 3.19 -2.02 -0.95
O 1.15 0.24 -0.40
C -0.02 1.03 -0.51
H 0.64 -3.71 0.98
H 0.19 -4.27 -0.62
H -1.01 -3.48 0.41
H 4.03 -2.71 -0.88
H 3.60 -1.18 -1.50
H 2.52 -2.56 -1.63
H -0.46 0.96 -1.50
H 0.30 2.07 -0.47
H -0.77 0.96 0.28
C -2.34 -1.72 -2.33
O -2.77 -2.49 -1.23
H -2.80 -2.03 -3.27
H -2.70 -0.71 -2.16
H -1.25 -1.74 -2.41
H -3.07 -3.36 -1.50
C -3.37 0.99 -4.83
O -2.16 0.88 -4.09
H -3.18 1.09 -5.90
H -4.07 0.16 -4.67
H -3.98 1.80 -4.43
H -2.19 1.59 -3.45
C -1.32 -6.88 -0.62
O -1.60 -6.80 0.78
H -1.65 -6.01 -1.17
H -0.25 -6.80 -0.84
H -1.80 -7.77 -1.04
H -2.56 -6.81 0.83
C 0.34 -4.19 -3.79
O 1.15 -5.03 -2.99
H -0.38 -4.64 -4.47
H -0.09 -3.40 -3.18
H 1.08 -3.64 -4.38
H 1.83 -5.45 -3.53
C 3.94 2.26 -0.02
O 5.06 2.81 0.61
H 4.23 1.81 -0.97
H 3.57 1.43 0.57
H 3.08 2.91 -0.19
H 5.43 2.12 1.17
C 3.00 -3.11 3.59
O 2.89 -1.71 3.99
H 3.70 -3.66 4.22
H 2.09 -3.70 3.59
H 3.38 -3.08 2.57
H 2.17 -1.30 3.52
C 3.25 -5.89 -0.42
O 3.00 -5.11 0.75
H 3.63 -5.30 -1.26
H 4.02 -6.63 -0.20
H 2.32 -6.37 -0.68
H 2.60 -5.67 1.41
*
```

SMILES = COP(=O)(OC)OC.COP(=O)(OC)OC.COP(=O)(OC)OC.COP(=O)(OC)OC.COP(=O)(OC)OC.CO.CO.CO.CO.CO.CO.CO
Kohn-Sham gap = 9.9 eV
energy above the lowest of the compared OMol25 structures with the same formula, charge and spin = 24.9 kcal/mol
E_LUMO = 0.006 hartree
HOMO energy = -9.708 eV

Atomic partial charges in e from the Löwdin method, atoms 1 to 99: C -0.11; O -0.21; P 0.47; O -0.23; O -0.23; C -0.10; O -0.22; C -0.12; H 0.07; H 0.09; H 0.07; H 0.09; H 0.08; H 0.07; H 0.08; H 0.08; H 0.09; C -0.07; O -0.23; P 0.47; O -0.22; O -0.23; C -0.10; O -0.21; C -0.05; H 0.08; H 0.09; H 0.09; H 0.09; H 0.09; H 0.07; H 0.06; H 0.09; H 0.09; C -0.11; O -0.24; P 0.44; O -0.25; O -0.23; C -0.07; O -0.21; C -0.10; H 0.09; H 0.09; H 0.08; H 0.09; H 0.07; H 0.09; H 0.08; H 0.09; H 0.08; C -0.10; O -0.22; P 0.52; O -0.24; O -0.21; C -0.12; O -0.24; C -0.16; H 0.09; H 0.09; H 0.07; H 0.09; H 0.07; H 0.08; H 0.09; H 0.08; H 0.09; C -0.06; O -0.24; P 0.47; O -0.21; O -0.20; C -0.10; O -0.22; C -0.11; H 0.07; H 0.07; H 0.07; H 0.09; H 0.09; H 0.08; H 0.07; H 0.08; H 0.08; C -0.15; O -0.12; H 0.09; H 0.05; H 0.06; H 0.08; C -0.15; O -0.15; H 0.08; H 0.06; H 0.07; H 0.00; C -0.16; O -0.11